# 1
C42H45N6O2P2S3V | ωB97M-V with the def2-TZVPD basis set

```
101
Properties=species:S:1:pos:R:3:forces:R:3
C -2.275845 2.065534 3.211475 0.0 0.2 -0.2
H 1.738692 4.404081 1.509303 0.0 0.0 0.0
C -3.227657 0.693511 -5.245611 0.0 0.0 0.0
H -0.356174 -4.949077 0.148035 0.0 0.0 0.0
H 0.011548 0.959594 -6.725442 0.0 0.0 0.0
S 1.914770 -0.184306 1.342423 0.4 0.3 0.1
C -2.300220 -1.492248 -4.920855 0.0 0.0 -0.1
C 4.219209 -1.590234 5.043610 -0.1 0.1 0.0
C -1.181041 -4.244811 0.058122 -0.1 0.0 -0.1
C -0.364205 2.877075 -5.835413 0.0 0.0 0.0
C -2.922452 1.987972 -1.081607 0.0 0.1 0.0
H 4.258868 -1.715809 1.650803 0.0 0.0 0.0
H 3.740788 5.302448 0.361724 0.0 0.0 0.0
H -3.110601 -0.795828 -6.785389 0.0 0.0 0.0
H -3.201022 1.991175 -3.554262 0.0 0.0 0.0
H 0.462999 -2.573562 -2.331276 0.0 0.0 0.0
H 6.412051 -2.517113 5.181268 0.0 0.0 -0.1
H -2.576750 -3.276265 1.371140 0.0 0.0 0.0
H 3.369072 2.257725 -2.628658 0.0 0.0 0.0
O 4.476184 -1.934016 7.381365 0.0 0.0 0.1
C 2.361929 -0.367158 4.094085 -0.1 0.2 0.1
N 1.679871 -3.078519 0.290450 0.1 -0.1 0.0
C 3.674465 3.841919 -1.211560 0.0 0.0 0.0
H -2.781547 3.004129 3.012454 0.0 0.0 0.0
N -0.676705 -2.755571 1.994006 0.0 0.0 -0.1
H 1.504302 0.279175 4.239888 0.0 -0.1 0.0
H -1.552833 -1.918224 -2.973377 0.0 0.1 0.0
C 1.417070 2.857715 0.061660 0.0 0.0 0.0
H -1.689958 -4.616906 2.116224 0.0 0.0 0.0
H 1.381134 -4.859172 1.290754 0.0 0.0 0.0
H 0.097774 3.617247 -2.573903 0.0 0.0 0.0
C -1.599014 -3.755339 1.436807 -0.1 -0.1 0.1
C 3.066945 -0.813516 5.193326 0.1 -0.1 0.0
C 3.213678 4.449927 -0.049681 0.0 0.0 0.0
C -2.232737 3.170076 -0.852229 0.0 0.0 0.0
C 0.578916 -3.292436 2.547546 0.0 0.0 0.2
H 0.369242 -4.108488 3.257779 0.0 0.0 0.0
H -3.676993 1.441362 -5.887326 0.0 0.0 0.0
H 0.041613 -4.304716 -2.392416 0.0 0.0 0.0
C 2.089260 3.953680 0.588518 0.0 0.0 0.0
H -0.624006 4.659980 -4.663457 0.0 0.0 0.0
C 0.018616 1.543671 -5.812897 0.0 0.0 0.0
H -6.082549 3.205972 -0.952550 0.0 0.0 0.0
S 2.244819 -0.568580 -2.382669 0.0 0.1 0.0
C 0.047565 3.013658 -3.472158 0.0 0.1 0.1
H -2.015593 0.552954 6.607875 0.0 0.0 0.0
P -2.000599 0.419707 -1.309311 0.1 -0.2 0.1
H -2.018336 -4.817978 -0.369245 0.0 0.0 0.0
H 2.319336 -2.296787 0.291483 -0.1 0.1 0.0
C 1.604457 -3.814866 1.524373 0.1 0.0 0.0
H -0.333736 -1.022381 3.853194 0.0 0.0 0.0
C -0.375253 0.445495 -0.848676 -0.1 -0.2 -0.2
H -0.664848 3.344198 -6.765668 0.0 0.0 0.0
C -2.372462 0.065323 -3.075156 -0.1 0.1 0.0
H -2.362139 5.279025 -0.489342 0.0 0.0 0.0
H 5.514468 -2.509643 3.553376 0.0 0.0 0.0
C -0.976916 -0.185427 3.617753 0.1 0.0 0.2
C -2.905276 -0.555276 -5.749274 0.0 0.0 0.0
H -1.753441 1.790339 1.160350 -0.1 0.0 0.0
H -1.564958 -2.694354 -1.200179 0.0 0.0 0.0
H -1.180097 -2.321955 2.761867 0.0 0.0 0.1
C -4.301065 4.382936 -0.722462 0.0 0.1 0.0
N -0.762008 -3.144315 -0.784989 -0.1 -0.1 0.0
H 2.425230 -3.494739 -1.617081 0.0 0.0 0.0
H -1.153520 3.141019 -0.776810 0.1 0.0 0.0
C -4.999629 3.199647 -0.933150 -0.1 0.0 0.0
H -4.838781 5.312168 -0.580198 0.0 0.0 0.0
V -0.405503 -0.851551 0.796160 -0.3 0.0 -0.2
C 0.290566 -3.461540 -1.722933 0.0 0.0 -0.1
C 1.596231 -3.784415 -0.967162 0.1 0.0 0.0
C 4.638274 -1.896524 3.745378 0.0 0.0 0.1
C 4.923584 -2.032467 6.269998 0.0 0.0 0.0
H -2.026040 -2.466997 -5.304942 0.0 0.0 0.0
C 1.863443 2.255431 -1.105747 0.1 0.0 0.0
C -1.717023 1.394437 2.159012 -0.1 -0.1 -0.1
C -2.916112 4.366596 -0.674520 0.0 0.0 0.0
H 1.034982 -2.478239 3.113796 0.0 -0.1 0.0
C -2.039480 -1.180952 -3.598770 0.1 -0.1 0.1
O 6.157749 -2.581195 6.105984 0.0 0.0 0.1
H 0.731630 -0.084391 -4.602318 0.0 0.0 0.0
H -4.858981 1.084159 -1.248530 0.0 0.0 0.0
N -2.243419 1.655763 4.485960 0.1 -0.1 0.0
C 0.415034 1.672000 -3.435668 0.1 0.0 0.0
C -1.557256 0.531618 4.661034 0.1 -0.1 0.1
C 3.923401 -1.462624 2.649162 0.0 0.0 0.0
H -1.293441 -0.883892 6.107135 0.0 0.0 0.0
C -0.345044 3.612942 -4.659510 0.0 0.0 -0.1
H 2.564538 -3.829849 2.062266 0.0 0.0 0.0
P 0.961663 0.857762 -1.868014 0.0 0.0 0.0
N -1.085587 0.192590 2.321910 0.0 0.1 0.2
H 0.560965 2.441657 0.573679 -0.1 0.0 0.0
H 4.561799 4.217762 -1.706525 0.0 0.0 0.0
C -2.959640 1.003229 -3.919507 0.0 0.0 0.0
H 1.689916 -4.864890 -0.798571 0.0 0.0 0.0
N -1.367906 0.111445 5.973729 -0.1 0.0 0.0
H 2.743912 -0.553389 6.192469 0.0 0.0 0.0
C 2.750629 -0.697613 2.785011 0.0 -0.1 -0.1
C 0.410265 0.949263 -4.624301 0.0 -0.1 0.0
S -2.938164 -0.935809 -0.125420 0.0 0.2 0.0
C -4.314994 2.010432 -1.106067 0.0 -0.1 0.0
C 3.006082 2.748415 -1.732925 0.0 0.0 0.0
```
Forces are in eV/Å.

Output
2S+1 = 2
HOMO-LUMO gap (alpha / beta) = 5.453 / 5.655 eV
Energy above the lowest of the compared OMol25 structures with the same formula, charge and spin = 0.0 kcal/mol
DFT total energy = -134095.136 eV
Total charge = -1
LUMO energy (alpha / beta) = 2.2 / 2.2 eV
Highest occupied orbital energy (alpha / beta) = -3.23 / -3.44 eV

# 2
C42H45N9 | ωB97M-V with the def2-TZVPD basis set

```
96
Properties=species:S:1:pos:R:3:forces:R:3
H 5.969246 2.906965 1.722115 0.2 0.2 -0.2
C -6.036478 2.410145 -1.644805 -1.4 -2.2 -2.5
C -2.875947 -4.608797 2.884247 -1.2 1.1 -0.6
C -3.793886 -3.967097 3.748683 0.3 -0.8 -0.1
C 6.694969 4.489472 0.271961 0.5 -2.0 1.4
H -0.286089 4.425242 4.180344 -0.4 -0.2 0.1
H -1.255367 3.061837 -0.725162 -0.3 -0.2 0.3
H -5.299175 2.751978 -0.933511 -0.3 0.3 0.3
C 6.019947 -0.864830 -1.088400 1.6 -0.5 -0.9
N -6.732044 1.274116 -1.352945 0.2 0.0 -0.3
C -7.671368 1.199349 -3.562527 0.0 0.3 0.2
C 1.595902 -1.259525 7.499223 -0.1 -1.4 -0.2
C -4.188735 -2.365116 2.081466 -0.4 0.2 0.6
C 7.396004 -1.216083 -1.238504 -1.3 -1.9 0.9
C 4.546909 4.040738 0.458012 -1.8 0.3 -1.7
H -8.421350 0.830674 -4.246643 0.2 -0.4 -0.1
H -8.085978 -0.216990 -2.014501 0.1 0.0 0.4
N -2.603327 -4.164391 1.624827 -1.3 0.6 1.2
H 8.665834 -3.009815 -1.065668 0.3 0.3 -0.2
H -0.781826 -0.579301 5.407697 -0.2 -0.2 0.0
H 2.422216 -3.339291 -3.993009 -0.4 0.2 0.2
H 3.247083 -5.319031 -5.224380 0.0 0.1 -0.1
C -0.129027 7.715268 3.718649 -1.6 0.4 0.1
N 0.804867 0.570812 -0.143716 -1.0 0.4 0.0
H -4.061243 -4.406277 4.698440 0.3 -0.2 0.2
C 4.715471 4.978334 -0.560289 -0.1 -0.2 0.6
C -2.694617 -0.751100 -4.800001 -2.5 -0.5 0.3
C -0.679718 5.428856 4.115499 -1.2 -0.1 -0.6
C -2.336567 7.146258 4.249483 1.9 -0.5 -0.7
H 6.498131 5.933959 -1.226302 -0.2 -0.2 0.1
H 1.704833 0.120962 -0.231956 -0.3 -0.1 -0.2
H -5.166132 -2.331436 4.008744 0.0 0.0 0.0
H -1.784562 1.644180 1.548119 0.1 -0.2 0.1
N 0.915358 -2.509176 7.413063 0.7 1.7 -0.7
H 0.659523 8.417573 3.492027 -0.4 0.6 0.0
C 1.522283 -6.953590 -2.916719 0.9 1.5 -0.7
C -0.982972 1.458242 0.848627 -0.3 -1.2 1.2
H -2.775361 5.049953 4.541147 -0.1 -0.1 -0.2
C -0.124307 -1.037085 6.131929 -0.7 -1.1 -1.8
C -6.936414 2.329732 -3.908489 0.1 -0.2 0.2
C 2.571431 -5.413059 -4.387088 -0.7 -2.1 1.7
C -0.035885 0.432349 0.935488 0.0 1.1 -0.1
H 0.950615 -3.770540 -1.932839 -0.1 0.0 0.1
C -6.120983 2.933744 -2.972244 -0.1 0.2 1.6
H 4.593094 -3.714732 -0.201293 -0.4 0.2 -0.1
C -1.413180 -0.748989 -6.779230 -0.8 0.0 -1.2
C -2.224599 -1.757926 -7.316330 -1.0 0.1 1.5
H -5.663955 3.890195 -3.178900 0.4 -0.1 -0.2
H -0.720537 -3.244977 6.268023 -0.1 0.3 -0.1
C -4.464460 -2.832266 3.358193 0.8 -0.4 -0.5
C -3.306165 -3.050432 1.249124 0.7 -0.4 0.8
H -2.994855 -0.355859 -3.840817 0.3 0.1 0.3
C 5.784069 3.634818 0.946010 1.2 1.9 -0.8
N 2.302835 -6.731804 -4.020636 -1.0 1.3 0.6
H -2.173234 -2.171347 -8.312742 0.6 0.1 0.0
N 6.044330 5.268558 -0.616856 0.2 -0.2 -0.1
C -0.094511 -2.389945 6.476341 0.3 1.4 1.2
H -2.500585 -5.560042 3.231564 0.6 0.0 -0.3
H 0.599409 -6.067745 -1.128848 -0.3 -0.3 -0.2
C 6.668061 -3.463717 -0.692512 -1.4 0.0 0.2
H -6.970671 2.710163 -4.918685 -0.2 0.2 0.0
C 7.677741 -2.577854 -1.006715 0.1 0.8 -0.2
C 5.351145 -3.016576 -0.524299 1.3 1.8 -0.7
C 0.989527 -0.366469 6.645755 0.0 -0.7 1.5
C -1.769150 -0.148601 -5.569863 2.0 0.3 -1.0
N -3.474941 -1.742486 -5.216342 0.1 -1.5 -2.2
H 7.771438 4.445382 0.347220 -0.1 0.4 -0.1
H -3.111836 -2.660788 0.260791 0.1 -0.1 -0.1
H -3.816456 -3.096978 -6.811168 -0.6 0.2 0.1
H -1.331634 0.756388 -5.174957 0.5 -0.1 -0.2
H 6.851510 -4.524799 -0.609644 0.2 0.0 0.2
C 1.287985 -4.603528 -2.531769 1.0 0.2 -0.4
H 1.245787 -7.949730 -2.604223 0.5 -0.4 -0.5
C 0.212962 6.412380 3.777282 1.6 -1.6 0.6
C -0.782236 2.181572 -0.315655 2.2 -0.5 -2.0
H 3.555025 3.658461 0.648858 0.1 -0.2 0.3
H 8.196495 -0.536551 -1.491179 -0.3 0.3 0.0
C 2.095457 -4.317102 -3.671244 -0.5 -1.6 0.4
C 1.052672 -5.916601 -2.097411 0.7 1.1 -1.2
H -3.352307 7.414088 4.500373 0.0 0.7 -0.2
C 0.331660 1.587187 -0.946965 0.1 0.5 0.9
H 4.041516 5.401326 -1.290538 -0.1 0.0 0.4
H 2.513040 -1.147079 8.058349 -0.2 -0.2 0.2
H 1.142324 -3.375814 7.879443 0.2 0.4 -0.1
N -1.392486 8.085882 3.965226 -1.0 0.2 0.3
H 1.252095 6.126441 3.707713 0.2 0.1 -0.3
C -3.271515 -2.216054 -6.505540 1.0 0.7 2.1
H 1.226448 0.680280 6.525017 0.1 -0.2 0.0
H 5.795636 0.146841 -1.392702 -0.6 0.2 0.4
C -7.528322 0.666277 -2.288854 1.0 2.0 0.4
C -2.032724 5.778081 4.250090 1.0 0.3 0.8
H -0.621120 -0.439196 -7.444864 0.3 0.6 0.4
H 0.146169 -0.327716 1.680847 -0.1 0.1 0.0
N 5.031498 -1.703153 -0.766676 0.4 -1.1 0.5
H -4.723070 -1.450567 1.870537 0.3 0.1 -1.0
H 0.933356 1.894891 -1.789390 -0.3 0.0 -0.1
```
Forces are in eV/Å.

Output
HOMO-LUMO gap = 8.497 eV
DFT total energy = -57689.884 eV
Total charge = 0
LUMO energy = 0.5 eV
SMILES = c1cc[nH]c1.c1cc[nH]c1.c1cc[nH]c1.c1ccncc1.c1ccncc1.c1ccncc1.c1ccncc1.c1ccncc1.c1ccncc1
Highest occupied orbital energy = -8.00 eV

# 3
C42H45NO5S2Si | ωB97M-V with the def2-TZVPD basis set

```
96
Properties=species:S:1:pos:R:3:forces:R:3
H 3.103942 -3.337794 -6.094766 0.0 0.0 -0.1
C 0.038412 -2.224464 -5.501769 0.2 0.2 0.1
C -0.311503 0.507076 -3.835348 -0.1 -0.3 0.3
H 3.916311 -2.602088 -4.706780 0.2 -0.1 0.0
C -2.465795 0.826968 -4.855379 -0.2 0.0 0.0
H 2.339336 -5.360193 4.595436 0.0 -0.2 0.0
H -0.256738 -2.633649 4.418309 0.2 -0.1 -0.1
C -1.696631 -2.306270 -0.741492 -0.1 0.0 0.1
H -0.626094 -1.443479 -5.857902 -0.1 0.0 -0.1
H -4.484688 -0.933640 6.254261 -0.1 0.1 0.0
H 1.539019 0.507199 -6.523857 -0.1 0.1 -0.1
H -0.292444 3.161944 -5.925989 0.1 0.1 -0.1
C -1.181754 -2.274704 4.838160 0.7 -0.4 -0.2
O 2.685389 0.235465 7.276184 -0.5 0.2 -3.7
H -3.792792 7.095803 0.249950 -0.1 0.1 0.1
C -1.261982 5.410133 -2.103356 -0.1 -0.1 0.2
C -1.713789 4.714599 -0.975678 -0.2 0.3 -0.2
H -2.924860 8.315046 -1.703388 -0.1 0.1 -0.1
C -1.699992 6.691494 -2.359638 0.0 0.0 -0.1
H 2.253186 -0.925856 -1.063942 0.0 0.2 0.1
H -1.893283 -4.208449 5.391173 0.1 -0.1 0.0
C -2.642751 5.348371 -0.140993 0.3 -0.3 -0.3
H -2.618757 -2.180329 -0.197543 -0.1 0.1 0.1
H 0.224414 1.943143 1.046137 0.0 0.0 -0.1
C 1.908628 -3.858024 6.047625 0.0 -0.1 0.2
H 2.433203 1.193203 1.021118 -0.2 0.0 -0.1
H -0.544807 4.952955 -2.763608 0.2 -0.1 -0.1
S -0.243279 0.209139 4.122240 -0.8 -0.2 -2.3
H -2.006349 -0.758584 -3.521557 -0.1 -0.1 0.0
H 0.642561 1.412822 7.501028 0.2 0.0 0.2
C 1.937275 -2.509333 6.338889 -0.3 0.1 0.7
O 3.227113 0.852747 4.744402 -2.2 -1.7 2.9
C 2.232032 -0.328960 -6.492341 -0.1 -0.2 0.4
C 2.234369 0.154155 -0.892681 -0.1 -0.1 0.0
H 1.595503 -2.724948 -2.649413 0.1 -0.1 -0.1
C 2.412617 -1.617878 5.409335 0.2 0.6 0.0
H 3.228104 0.055646 -6.293297 0.2 0.1 -0.1
O 1.785726 -0.696718 -3.665130 -0.3 0.2 0.1
C 2.372483 -4.308177 4.827935 -0.1 -0.2 0.0
O 0.595208 -0.635934 3.197300 -1.9 2.7 2.2
C 0.111618 -3.689089 -1.460147 0.0 -0.2 0.0
H -1.404361 3.074567 0.390352 -0.1 0.0 0.3
H -2.842200 0.610861 5.245417 -0.1 0.2 0.0
C -3.553778 -1.313167 5.864156 -0.2 0.1 0.0
H 1.533256 -4.555731 6.778462 -0.1 -0.1 0.1
C 0.685071 0.570145 5.610667 0.8 0.0 -0.8
C 0.153961 1.597138 -4.551496 0.2 0.0 0.0
H 3.253074 0.515599 -1.078126 -0.3 0.0 0.0
C -1.138083 -1.236399 -1.410900 -0.1 0.2 0.2
C 2.888099 -2.063036 4.198245 0.3 0.4 -0.6
C 0.096824 1.185127 6.602397 -0.3 0.4 0.5
C 0.345517 1.065697 0.405807 -0.3 0.3 -0.4
H -0.342790 2.889579 -2.445298 0.3 -0.1 -0.3
H 2.229570 -0.824599 -7.459352 0.0 -0.1 -0.2
C -1.081252 -3.540087 -0.782132 -0.1 -0.3 0.1
H 1.593038 -2.140938 7.291796 -0.1 0.0 0.2
C 1.222267 0.803922 -1.858527 -0.1 0.7 0.1
C 0.657682 -2.617254 -2.132496 0.2 0.0 -0.1
H 3.233324 -3.760278 2.950994 0.0 0.0 -0.1
C -1.631144 0.118322 -4.016911 0.1 0.0 0.1
H -3.491517 0.517616 -4.975626 -0.1 -0.1 0.0
H -0.392527 -2.666502 -4.608638 -0.1 -0.1 0.1
C 0.026893 -1.386279 -2.143762 0.3 0.3 -0.2
Si 1.737002 -1.522520 -5.138996 -0.2 0.2 0.0
C -2.603854 7.302952 -1.513311 -0.2 0.4 0.0
H -3.010038 4.821043 0.721716 -0.1 -0.1 0.3
C 0.656601 -0.215872 -2.897421 0.2 -0.3 -0.2
C -3.283922 -2.666640 5.899272 -0.1 -0.2 0.2
H -1.606272 -0.268444 -1.359980 -0.1 0.1 0.0
H 1.187504 1.882232 -4.457184 0.2 0.1 0.0
C -1.447958 -0.927018 4.816072 0.2 0.4 -0.4
H 0.611306 -4.643368 -1.475090 0.1 -0.2 0.0
C -1.993520 1.928937 -5.535507 -0.3 0.2 -0.2
C -1.204212 3.408962 -0.611744 0.4 -0.8 -0.2
C -2.097868 -3.149627 5.384008 0.0 -0.2 0.0
C -2.635124 -0.444968 5.310613 -0.3 0.6 0.1
O -0.996325 1.453153 3.717931 2.3 -3.1 0.8
S 2.414706 0.135726 5.792603 2.4 0.6 0.6
H -0.428898 0.346139 0.687412 0.1 0.0 0.1
H -1.539025 -4.389730 -0.301259 0.0 -0.1 0.2
H 2.590751 -3.744358 -4.454644 0.0 -0.2 0.1
N 0.167305 1.450523 -1.015465 1.0 -0.7 -0.2
C 2.958323 -2.944523 -5.091849 -0.2 0.5 0.3
H -0.936823 1.474745 6.548216 -0.3 0.1 -0.1
C 1.757997 0.474293 0.540374 0.1 -0.1 -0.1
H 1.718975 1.607251 -2.414095 0.0 -0.2 -0.1
H -3.997719 -3.346308 6.334735 -0.1 -0.1 0.0
C 2.862566 -3.410141 3.901481 0.2 0.0 -0.1
H -1.322521 7.229483 -3.213627 0.1 0.1 -0.2
C -0.465506 2.614615 -1.415707 0.1 -0.2 1.1
H 1.755200 -0.414736 1.183862 -0.1 0.3 -0.3
C -3.082339 6.623784 -0.410177 -0.1 0.1 0.1
H 3.252722 -1.343903 3.481275 0.0 0.1 -0.1
H -2.648620 2.487608 -6.184456 -0.1 0.1 -0.1
C -0.676530 2.308894 -5.390343 0.2 0.1 -0.1
H 0.107051 -2.991812 -6.267203 0.1 -0.2 -0.2
```
Forces are in eV/Å.

Output
HOMO-LUMO gap = 6.184 eV
Energy above the lowest of the compared OMol25 structures with the same formula, charge and spin = 0.0 kcal/mol
DFT total energy = -85559.232 eV
Total charge = 0
LUMO energy = -0.6 eV
SMILES = C[Si](C)(C)OC(c1ccccc1)(c1ccccc1)[C@@H]1CCCN1/C=C/c1ccccc1.C=C(S(=O)(=O)c1ccccc1)S(=O)(=O)c1ccccc1
Highest occupied orbital energy = -6.77 eV